(1)
Here is the ion C4H7O2S with charge -1 at a distorted geometry from OMol25. Energies are from ωB97M-V/def2-TZVPD.

Last column: Löwdin charge in e.
Positions of all 14 atoms, in Å:
C: 1.27508 1.58101 -0.11313  -0.144
H: 0.64928 -0.56594 1.78335  0.048
O: -2.68864 -0.90209 0.30822  -0.022
H: -0.06353 -1.56979 0.78638  0.033
H: 1.62575 -1.26309 0.37957  0.086
H: 1.96962 1.40148 0.74544  0.058
C: 0.66541 -0.80326 0.74681  -0.174
C: -2.45704 -1.15186 -0.84707  -0.814
H: 0.93050 2.55780 -0.23702  0.023
C: 0.13201 0.43378 -0.00185  -0.769
H: 1.96654 1.21280 -0.92021  0.061
S: -0.73550 0.04034 -1.60019  0.589
O: -2.72703 -1.88470 -1.75999  -0.048
H: -0.54245 0.91351 0.72969  0.074

Properties
**Energy above the lowest of the compared OMol25 structures with the same formula, charge and spin**: 10.2 kJ/mol
**Highest occupied orbital energy**: -3.72 eV
**SMILES**: CC(C)SC(=O)[O-]
**HOMO-LUMO gap**: 7.596 eV
**LUMO energy**: 3.8713 eV
**Charge**: -1

---

(2)
Here is a structure of composition C4H7O2Sm at a distorted geometry from OMol25. Energies are from ωB97M-V/def2-TZVPD.

Last column: Löwdin charge in e.
Positions of all 14 atoms, in Å:
H: -0.20244 1.28558 -1.27284  0.167
H: 1.41943 -0.12496 -2.05017  0.091
H: -0.66704 2.81308 -0.50380  0.114
H: 0.58254 0.72098 0.92776  0.060
H: -2.77287 2.29778 0.29092  0.111
C: -0.89057 1.83876 -0.07791  -0.406
C: 0.02594 0.76195 -0.01664  -0.309
C: 1.05187 -1.98120 -1.17668  -0.270
H: 1.59954 -2.73212 -1.77084  0.137
Sm: -1.78031 -1.05320 0.14975  1.610
H: 2.59248 -0.63563 -0.70061  0.083
O: -0.17075 -2.27129 -0.91006  -0.278
O: -2.02540 1.83712 0.68802  -0.053
C: 1.57637 -0.67522 -1.10965  -0.055

Properties
**Energy above the lowest of the compared OMol25 structures with the same formula, charge and spin**: 698.7 kJ/mol
**Highest occupied orbital energy (spin up / spin down)**: -10.74 / -10.22 eV
**Spin multiplicity**: 7
**HOMO-LUMO gap (spin up / spin down)**: 6.251 / 5.824 eV
**LUMO energy (spin up / spin down)**: -4.4933 / -4.3963 eV
**Charge**: +1

---

(3)
Here is a structure of composition C4H7O2Tl at a distorted geometry from OMol25. Energies are from ωB97M-V/def2-TZVPD.

Last column: Löwdin charge in e.
Positions of all 14 atoms, in Å:
C: -1.51699 -2.24367 0.29288  -0.145
H: -1.35854 -3.24442 -0.12477  -0.010
C: 3.10999 -2.80125 -0.30313  -0.065
H: 2.97530 -3.38034 0.62086  0.031
H: -0.59313 -0.28686 0.58238  0.145
C: 1.77387 -0.85537 0.21830  -0.032
H: -2.44253 -2.95139 2.03083  0.177
O: 2.91243 -1.39989 -0.02867  -0.045
C: -0.50829 -1.34414 0.33617  -0.176
H: 4.14912 -2.90114 -0.62349  0.122
O: 0.80179 -1.79725 0.18930  -0.327
H: -2.53139 -1.85713 0.19891  0.083
Tl: 0.50899 -3.95288 0.96300  1.146
H: 2.44244 -3.13354 -1.10737  0.097

Properties
**Energy above the lowest of the compared OMol25 structures with the same formula, charge and spin**: 285.7 kJ/mol
**Highest occupied orbital energy (spin up / spin down)**: -13.47 / -13.83 eV
**Spin multiplicity**: 2
**HOMO-LUMO gap (spin up / spin down)**: 8.663 / 8.654 eV
**LUMO energy (spin up / spin down)**: -4.8114 / -5.1742 eV
**Charge**: +1

---

(4)
Here is a structure of composition C4H7O3 at a distorted geometry from OMol25. Energies are from ωB97M-V/def2-TZVPD.

Last column: Löwdin charge in e.
Positions of all 14 atoms, in Å:
H: 2.05843 1.68140 0.46921  0.188
O: 1.06568 -1.47344 0.02694  0.187
H: 2.82225 -0.65136 -0.53811  0.143
C: -2.75805 -0.01659 -0.06562  0.084
C: -0.37969 -0.42458 0.04711  -0.360
H: -2.66171 0.83860 0.73098  0.135
H: -2.88918 0.29686 -1.10251  0.095
C: 1.48862 0.83005 -0.12028  -0.028
C: 2.07558 -0.61866 0.21729  -0.156
H: 1.72484 0.99829 -1.23027  0.162
O: 0.05405 0.69730 0.01209  0.157
H: 2.42441 -0.48690 1.21998  0.165
O: -1.48820 -0.92941 -0.00209  0.109
H: -3.53703 -0.74154 0.33527  0.119

Properties
**Highest occupied orbital energy (spin up / spin down)**: -11.22 / -16.63 eV
**Spin multiplicity**: 3
**HOMO-LUMO gap (spin up / spin down)**: 8.215 / 8.680 eV
**LUMO energy (spin up / spin down)**: -3.0037 / -7.9529 eV
**Charge**: +1

---

(5)
Here is a cluster of 2 separate species, C4H7O4S2 in total at a distorted geometry from OMol25. Energies are from ωB97M-V/def2-TZVPD.

Last column: Löwdin charge in e.
Positions of all 17 atoms, in Å:
H: 0.28089 -1.78456 1.90728  0.096
H: 0.66115 1.19723 -1.13234  0.073
C: -0.62877 -0.31652 1.11579  -0.744
C: 1.54800 -0.72303 -0.85324  -0.340
O: -0.49037 -1.67337 1.33970  -0.014
S: -1.80553 1.71646 -0.26146  0.644
H: 1.42788 1.12003 1.04140  0.054
H: 0.94993 -1.11024 -1.70403  0.139
O: 0.03175 0.47258 1.82071  -0.070
H: -3.02164 1.89997 0.28713  -0.172
S: -2.13951 -1.18799 -0.98862  0.629
H: -3.40668 -1.33836 -0.55536  -0.175
H: 2.35675 1.05298 -1.63264  0.108
C: 1.63940 0.78561 -0.83977  -0.266
O: 2.10477 1.33685 0.35143  -0.067
C: -1.58389 0.01877 0.17851  -1.026
O: 2.07587 -1.46644 -0.07449  0.130

Properties
**Highest occupied orbital energy (spin up / spin down)**: -2.33 / -3.69 eV
**Spin multiplicity**: 3
**HOMO-LUMO gap (spin up / spin down)**: 5.613 / 4.839 eV
**LUMO energy (spin up / spin down)**: 3.2842 / 1.1514 eV
**Charge**: -1

---

(6)
Here is a structure of composition C4H7OP at a distorted geometry from OMol25. Energies are from ωB97M-V/def2-TZVPD.

Last column: Löwdin charge in e.
Positions of all 13 atoms, in Å:
H: -0.95120 0.99292 1.28787  0.125
O: 0.74711 1.31137 0.41181  -0.211
P: 1.69888 -1.06426 -0.05196  0.938
H: 2.47939 1.41478 -0.54578  0.096
H: -1.78059 -2.31597 -0.28643  0.021
H: -1.27010 1.11770 -0.49689  0.146
C: 1.60369 0.76089 -0.49140  -0.505
H: 1.92269 -0.95508 1.32171  -0.122
C: -0.51604 0.79835 0.31269  -0.330
H: 1.15724 0.66031 -1.48552  0.070
H: -2.74346 -0.73341 -0.00127  0.084
C: -0.57386 -0.69093 0.06684  -0.278
C: -1.77375 -1.29667 -0.04167  -0.035

Properties
**Energy above the lowest of the compared OMol25 structures with the same formula, charge and spin**: 311.3 kJ/mol
**Highest occupied orbital energy**: -9.15 eV
**HOMO-LUMO gap**: 9.604 eV
**LUMO energy**: 0.4538 eV

---

(7)
Here is the molecule C4H7OP at a distorted geometry from OMol25. Energies are from ωB97M-V/def2-TZVPD.

Last column: Löwdin charge in e.
Positions of all 13 atoms, in Å:
C: 0.95271 1.53429 -0.21552  -0.373
H: 0.18707 -0.78790 -1.54909  0.148
O: 0.97894 2.74395 -0.00543  -0.036
H: -1.31477 -0.92914 -0.57991  0.071
H: -0.10422 -1.28887 1.50300  0.105
H: -2.49797 0.66949 0.02240  -0.151
C: -0.28230 -0.65591 -0.51030  -0.328
C: -0.23275 0.78847 -0.20026  -0.523
P: -1.68989 1.83364 0.21643  0.962
H: 1.35147 -1.03499 0.53873  0.031
H: 0.29919 -2.46802 0.43882  0.072
H: 1.93474 1.01246 -0.19091  0.127
C: 0.41777 -1.41746 0.53204  -0.106

Properties
**Energy above the lowest of the compared OMol25 structures with the same formula, charge and spin**: 225.4 kJ/mol
**Highest occupied orbital energy**: -9.19 eV
**SMILES**: [H]/P=C(/C=O)CC
**HOMO-LUMO gap**: 7.837 eV
**LUMO energy**: -1.3573 eV

---

(8)
Here is the molecule C4H7OP at a distorted geometry from OMol25. Energies are from ωB97M-V/def2-TZVPD.

Last column: Löwdin charge in e.
Positions of all 13 atoms, in Å:
C: 0.56624 0.75445 -0.24326  -0.363
H: 2.27893 0.14696 1.10338  0.138
P: -1.98680 -0.23351 0.04005  0.706
C: -0.88063 0.98978 -0.06962  -0.263
H: -1.15780 1.89537 -0.57766  0.075
H: 0.24269 -1.43914 -0.50893  0.029
H: 1.82508 -0.81298 -1.33855  0.114
O: -3.40509 -0.18368 0.32395  -0.399
H: 1.14201 1.60830 -0.71137  0.155
H: 0.41375 -0.54961 1.33290  0.080
H: -1.25489 -1.41287 0.50366  0.009
C: 0.99832 -0.69082 -0.61062  -0.121
C: 1.21820 -0.07226 0.75609  -0.159

Properties
**Energy above the lowest of the compared OMol25 structures with the same formula, charge and spin**: 168.9 kJ/mol
**Highest occupied orbital energy (spin up / spin down)**: -6.37 / -10.91 eV
**Spin multiplicity**: 3
**HOMO-LUMO gap (spin up / spin down)**: 7.314 / 8.793 eV
**LUMO energy (spin up / spin down)**: 0.9453 / -2.1152 eV

---

Short version: DFT total energy = -19193.18529; -26246.18181; -13036.60216; -10388.81542; -34119.03558; -15594.21070; -15595.10082; -15592.51369 eV, in the order given.